# 1
17
Properties=species:S:1:pos:R:3:forces:R:3:lowdin_spin:R:1 method="wB97M-V/def2-TZVPD" lumo_ev="2.62 / 2.61" spin_multiplicity=2 orbital_gap_ha="0.08281 / 0.23091" e_above_lowest_kcal_mol=35.4 charge=-1
C -3.284 2.088 0.104 0.3 -0.9 0.8 0.0228
S -4.921 2.837 -0.222 2.2 2.3 0.1 0.4426
S -6.035 1.046 -0.250 -1.7 -2.3 0.6 0.4603
H -3.106 1.286 -0.614 0.2 0.4 -0.5 0.0012
H -3.131 1.524 1.043 -0.9 0.3 0.2 0.0006
H -2.450 2.784 0.161 -0.2 0.4 -0.7 0.0109
H -5.416 0.211 -1.092 0.2 -0.1 -0.5 0.0609
C 2.893 -2.322 -0.406 1.1 0.3 1.0 0.0000
N 3.111 -1.397 0.773 -0.2 0.1 -1.0 0.0000
C 2.542 -0.086 0.512 -1.6 0.9 0.3 0.0003
H 2.218 -1.977 -1.188 -0.3 0.1 0.4 0.0000
H 3.882 -2.392 -0.857 -0.1 -0.4 -0.5 0.0000
H 2.637 -3.303 -0.017 -0.3 0.0 -0.2 0.0000
H 4.099 -1.212 0.692 0.2 -0.2 0.6 0.0000
H 1.448 -0.111 0.402 0.2 -0.6 -0.4 0.0001
H 2.944 0.388 -0.383 0.1 0.2 -0.2 0.0001
H 2.569 0.636 1.343 0.9 -0.4 0.0 0.0001

=====

# 2
15
Properties=species:S:1:pos:R:3:forces:R:3:lowdin_charge:R:1 method="wB97M-V/def2-TZVPD" lumo_ev=-4.62 spin_multiplicity=1 orbital_gap_ha=0.41635 e_above_lowest_kcal_mol=5.1 charge=+1
O -2.107 0.269 -0.255 -1.1 0.3 -0.1 0.2955
H -2.752 0.153 -0.977 0.2 0.0 -0.2 0.1984
H -2.454 -0.096 0.581 0.6 -0.1 0.1 0.1906
H -1.142 0.182 -0.509 0.2 -0.1 0.2 0.1072
C 0.347 -0.926 1.016 0.0 0.4 -0.3 -0.1060
C 1.182 0.233 0.428 0.0 -0.2 0.0 -0.2765
C 0.864 0.557 -1.019 0.4 0.3 -0.3 -0.1182
H -0.157 -1.477 0.214 0.2 -0.3 0.1 0.0709
H 0.972 -1.611 1.574 0.0 -0.2 0.0 0.0847
H -0.421 -0.603 1.712 -0.2 0.2 0.3 0.0630
H 1.047 1.179 0.958 0.2 -0.3 0.4 0.1158
H 2.234 -0.060 0.490 -0.1 0.3 0.0 0.1163
H 1.483 1.394 -1.333 0.3 0.0 -0.2 0.0973
H -0.104 1.059 -1.140 -0.4 -0.1 -0.2 0.0581
H 1.010 -0.252 -1.741 -0.2 0.0 0.2 0.1030

=====

# 3
15
Properties=species:S:1:pos:R:3:forces:R:3:lowdin_charge:R:1 method="wB97M-V/def2-TZVPD" lumo_ev=-4.98 spin_multiplicity=1 orbital_gap_ha=0.37319 e_above_lowest_kcal_mol=31.3 charge=+1
O -0.130 -2.678 0.038 0.2 0.6 -0.1 0.2514
H -0.540 -2.930 0.896 0.3 0.8 -0.3 0.1959
H -0.088 -3.459 -0.551 0.3 0.7 -0.3 0.1910
H 0.139 -1.662 -0.202 -0.7 -1.9 0.9 0.2168
C 0.173 0.283 0.918 3.7 1.1 1.7 -0.1275
C 0.507 1.653 0.156 0.4 -1.1 0.0 -0.2384
C -0.410 1.535 -1.080 -1.6 2.6 -0.7 -0.1613
H -0.402 -0.320 0.277 -0.3 -1.4 -1.9 -0.0123
H 1.058 -0.253 1.527 -1.9 1.1 -1.6 0.1405
H -0.625 0.383 1.582 -1.1 0.8 1.8 0.0547
H 0.433 2.637 0.792 -0.2 -2.2 -1.2 0.1465
H 1.559 1.581 -0.220 -0.8 0.2 0.5 0.1032
H -0.369 2.424 -1.772 0.1 -0.6 0.9 0.0903
H -1.512 1.475 -0.830 1.1 0.0 0.1 0.0948
H -0.223 0.720 -1.765 0.5 -0.6 0.2 0.0543

=====

# 4
15
Properties=species:S:1:pos:R:3:forces:R:3:lowdin_charge:R:1 method="wB97M-V/def2-TZVPD" lumo_ev=-4.78 spin_multiplicity=1 orbital_gap_ha=0.38712 e_above_lowest_kcal_mol=11.6 charge=+1
O 2.581 -0.306 -0.941 -0.2 -0.9 -1.3 0.3055
H 3.535 -0.200 -1.097 0.1 0.5 0.9 0.2010
H 2.194 -0.896 -1.614 -0.2 0.1 0.2 0.1917
H 1.934 -0.033 -0.230 0.2 0.3 0.3 0.1198
C 0.132 0.609 0.320 0.5 -1.2 -0.2 -0.1252
C -1.345 0.535 0.757 0.0 0.1 0.4 -0.2575
C -2.069 -0.667 0.162 0.0 -0.5 -0.9 -0.1095
H 0.843 0.460 1.143 -0.2 0.2 0.4 0.0870
H 0.234 -0.289 -0.324 0.1 0.3 -0.2 0.0560
H 0.422 1.498 -0.218 -0.1 0.3 -0.2 0.0872
H -1.358 0.473 1.847 -0.3 0.2 -0.1 0.1104
H -1.829 1.459 0.445 0.0 0.0 0.2 0.1108
H -3.111 -0.503 -0.109 -0.1 0.2 0.5 0.0791
H -2.015 -1.589 0.741 0.0 0.2 0.3 0.0803
H -1.633 -0.934 -0.807 0.1 0.1 0.0 0.0633

=====

# 5
15
Properties=species:S:1:pos:R:3:forces:R:3:lowdin_charge:R:1 method="wB97M-V/def2-TZVPD" lumo_ev=-5.29 spin_multiplicity=1 orbital_gap_ha=0.32810 e_above_lowest_kcal_mol=22.9 charge=+1
O 1.916 0.479 -2.483 -1.0 -0.2 1.1 0.3628
H 1.472 -0.375 -2.252 0.4 0.2 -0.1 0.1984
H 1.273 1.200 -2.603 -0.1 0.2 -0.1 0.2017
H 2.651 0.480 -3.097 0.6 -0.3 -0.7 0.1890
C -1.486 0.734 1.605 0.3 1.4 -0.2 -0.1164
C -1.019 -0.700 1.313 -0.4 -0.8 1.9 -0.3475
C 0.071 -0.697 0.343 1.1 1.4 -2.2 -0.1989
H -0.632 1.384 1.847 0.2 -0.4 0.4 0.0574
H -2.168 0.864 2.466 0.0 -0.3 -0.8 0.0780
H -1.834 1.338 0.675 -0.1 -1.6 1.3 0.1047
H -1.810 -1.251 0.859 -0.9 -0.5 0.0 0.0899
H -0.610 -1.415 2.130 -1.2 1.9 -0.3 0.1475
H 0.610 -1.615 0.359 0.7 -0.7 0.0 0.0605
H -0.414 -0.649 -0.678 0.8 0.5 0.4 0.0799
H 0.743 0.180 0.585 -0.3 -1.0 -0.7 0.0932

=====

# 6
17
Properties=species:S:1:pos:R:3:forces:R:3:lowdin_charge:R:1 method="wB97M-V/def2-TZVPD" lumo_ev=1.83 spin_multiplicity=1 orbital_gap_ha=0.21722 e_above_lowest_kcal_mol=147.7 charge=-1
C 1.009 -1.614 -0.191 -3.6 -0.6 -0.2 -0.1321
C 0.415 -0.431 0.629 3.3 -2.4 -0.6 -0.3306
C 1.388 0.723 0.611 -0.1 2.3 2.9 -0.7998
S 1.263 1.807 -0.787 -0.7 -0.1 -0.6 0.3167
H 0.298 -2.491 -0.133 1.0 0.8 0.5 0.0664
H 0.887 -1.361 -1.216 0.1 0.5 -1.1 0.0441
H 2.021 -1.841 -0.089 1.7 -0.2 0.9 0.0425
H 0.150 -0.795 1.614 -0.6 0.2 0.2 0.1125
H -0.571 -0.169 0.025 0.4 0.1 0.2 -0.0148
H 1.292 1.282 1.648 -0.5 -0.5 -1.8 0.0739
H 2.485 0.523 0.744 -0.9 -1.1 -0.7 0.0566
H -1.037 0.054 -0.797 0.9 -0.1 0.3 0.3045
H -2.285 -2.747 -0.487 0.0 0.3 0.2 -0.0916
O -1.821 -2.100 0.063 -0.3 0.4 -0.3 -0.4414
H -1.849 0.875 0.238 -1.4 -0.4 0.7 -0.0213
H -2.496 -0.616 0.456 0.3 0.1 -0.4 -0.0172
O -2.676 0.388 0.475 0.5 0.6 -0.2 -0.1681